Here is the molecule H3N at a distorted geometry from the OMol25 dataset. Energies are from ωB97M-V/def2-TZVPD.

Computed properties:
Spin multiplicity: 1
Energy relative to the best compared isomer or geometry (same formula, charge and spin) in eV: 0.145
SMILES: N
E in eV: -1538.6561
HOMO in eV: -9.5107
Gap between HOMO and LUMO in eV: 10.9

Each line ends with the natural charge from an NBO analysis.
Atoms and positions in Å:
N1 -0.011 -0.039 -0.083  -1.116
H1 -0.872 -0.210 0.409  0.378
H2 0.744 -0.667 0.001  0.368
H3 0.300 0.909 -0.223  0.370